The following is a DFT calculation (the ωB97M-V functional and the def2-TZVPD basis) of one molecule with the formula C4H7NO2 at a distorted geometry.

HOMO energy   -9.8 eV
Orbital gap   10.3 eV
E   -361.79912 a.u.
SMILES string   C[C@@H](C=O)C(N)=O
Energy relative to the best compared isomer or geometry (same formula, charge and spin)   51.3 kcal/mol

ORCA input file:
```
! wB97M-V def2-TZVPD RIJCOSX def2/J DEFGRID3
* xyz 0 1
C 0.82 1.10 0.62
C 0.00 0.40 -0.48
C 0.87 -0.18 -1.59
O 2.02 0.11 -1.78
C -0.49 -0.72 0.43
O 0.31 -1.38 1.10
N -1.80 -0.88 0.62
H 1.08 -0.02 1.22
H 1.76 1.49 0.24
H 0.22 1.97 0.99
H -0.84 0.93 -0.98
H 0.35 -0.93 -2.23
H -2.50 -0.45 0.04
H -2.06 -1.45 1.41
*
```